Record 1
C9H16 | ωB97M-V/def2-TZVPD

Charge ... 0
Frontier orbital gap ... 9.276 eV
Energy relative to the best compared isomer or geometry (same formula, charge and spin) ... 62.72 kcal per mole
Total energy ... -9588.49194 eV
Molar mass ... 124.23 g/mol

Cartesian coordinates (Å):
1 C 0.648 -0.169 -0.439
2 C -1.821 -0.692 -0.392
3 C 0.966 -0.426 -1.902
4 C 0.951 -1.349 0.465
5 C -2.444 -0.949 0.964
6 C -0.487 0.628 -0.198
7 C 1.897 1.189 0.114
8 C -0.950 1.850 -0.160
9 C 2.115 1.547 1.367
10 H -2.503 -0.190 -1.077
11 H -1.495 -1.610 -0.875
12 H 2.513 1.587 -0.689
13 H 0.699 0.423 -2.527
14 H 0.437 -1.309 -2.259
15 H 2.035 -0.614 -2.004
16 H 2.028 -1.518 0.467
17 H 0.478 -2.260 0.099
18 H 0.616 -1.165 1.483
19 H -2.014 2.038 -0.123
20 H -0.293 2.705 -0.111
21 H -2.738 -0.015 1.444
22 H -3.343 -1.567 0.879
23 H -1.751 -1.465 1.630
24 H 1.488 1.181 2.173
25 H 2.968 2.148 1.671

Atomic forces in eV per Å
C 5.3843 3.6716 1.3761
C 1.0353 2.9358 0.5748
C 0.0605 -0.0084 0.1553
C -0.0530 0.1465 -0.1281
C -0.1772 -0.0801 -0.0711
C -5.7157 -4.3245 -1.2241
C -0.7350 -2.3254 -1.0534
C 0.3672 0.3954 0.3108
C -0.1503 -0.4553 0.0391
H -0.1905 -0.0853 0.0626
H 0.4783 0.1431 0.0455
H 0.0000 -0.1363 -0.0818
H -0.0165 0.0329 0.0147
H -0.0931 -0.0314 -0.0373
H 0.0199 -0.0645 -0.0516
H -0.0288 -0.0279 0.0551
H -0.1492 -0.0395 -0.0089
H 0.0566 -0.0071 0.0750
H -0.0747 -0.0396 -0.0528
H 0.1252 0.1389 0.0682
H 0.0192 0.0046 0.0034
H 0.0385 -0.0212 0.0294
H -0.0001 0.0051 0.0308
H 0.0253 -0.1034 0.0576
H -0.2262 0.2761 -0.1895


Record 2
C9H16BBeCaClF5LiMgNO8PS | ωB97M-V/def2-TZVPD

Charge ... +2
Frontier orbital gap ... 1.551 eV
Total energy ... -98817.73623 eV
Molar mass ... 550.86 g/mol

Cartesian coordinates (Å):
1 C 6.562 -1.599 -0.366
2 N 5.657 -0.404 -0.206
3 C 4.466 -0.780 -0.970
4 P 2.956 0.407 -0.645
5 C 1.360 1.462 -0.407
6 C 0.118 0.424 -0.493
7 C -0.341 -0.218 -1.857
8 C -1.516 -1.255 -1.923
9 C -2.250 -1.676 -0.611
10 C -1.819 -1.036 0.745
11 C -0.634 0.007 0.796
12 H 6.878 -2.013 0.662
13 H 6.060 -2.461 -0.917
14 H 7.497 -1.335 -0.989
15 H 6.130 0.389 -0.691
16 H 4.670 -0.925 -2.116
17 H 4.115 -1.798 -0.544
18 H 3.374 1.233 -1.768
19 H 3.447 0.733 0.689
20 H 2.121 -0.790 -0.773
21 H 1.254 2.290 -1.209
22 H 1.423 1.942 0.628
23 H 0.254 0.109 -2.789
24 H -1.782 -1.687 -2.951
25 H -3.083 -2.463 -0.706
26 H -2.372 -1.383 1.696
27 H -0.359 0.409 1.841
28 Mg 3.458 0.064 -3.017
29 O -3.630 -3.465 2.149
30 Cl -4.830 -2.837 1.596
31 O -4.740 -1.410 1.754
32 O -5.990 -3.337 2.294
33 O -4.933 -3.166 0.188
34 F 6.443 -1.431 -2.588
35 O -2.897 2.801 0.166
36 S -2.690 3.058 -1.267
37 O -3.305 1.979 -2.050
38 O -1.250 3.113 -1.553
39 O -3.309 4.341 -1.628
40 Be -0.543 -1.859 2.624
41 B -3.307 5.544 2.524
42 F -3.301 5.095 3.883
43 F -2.078 5.140 1.880
44 F -4.421 4.962 1.831
45 F -3.415 6.968 2.491
46 Li -4.106 -5.509 1.480
47 Ca -5.340 -7.630 3.116

Atomic forces in eV per Å
C 1.8809 -1.5527 1.5955
N -0.7690 -1.1471 -2.8642
C -0.2056 0.2409 2.2023
P -0.3981 -0.5569 4.0138
C -1.7267 -0.3171 -0.6351
C -2.1643 -1.5398 -0.0123
C -1.1711 -0.5389 3.5430
C 1.2702 1.5611 3.2957
C 2.8802 1.9617 -0.8945
C 1.9538 0.0134 -2.6964
C -0.7509 -1.7049 -2.2393
H -0.4374 0.9512 -1.1901
H 0.7622 1.3612 0.9393
H -1.6238 -0.3849 1.2737
H -0.3992 -0.6472 0.6541
H 1.0620 -0.7041 0.3912
H 0.4415 1.5377 -0.9967
H -0.1802 1.2932 -0.4223
H -0.0234 -0.3578 -0.5903
H 0.1768 0.2357 -0.4245
H -0.0309 -1.2657 1.3091
H -0.2361 -0.5901 -1.4647
H -1.3958 -0.5866 1.4333
H 0.2445 0.7079 1.8929
H 1.3620 1.5824 0.4671
H 0.2963 1.0648 -1.4688
H -0.4749 -0.0418 -1.8584
Mg 1.2999 -1.0700 -2.0545
O 1.1164 -1.5538 0.1062
Cl -2.7729 2.7980 -0.2052
O 0.5134 -1.0923 0.0023
O 0.7967 -0.6806 -0.1558
O 0.5072 -0.8863 0.2861
F -1.5894 0.9306 -2.1344
O -0.5533 0.1294 -0.2487
S 0.7610 0.0271 -0.8562
O 0.1634 -0.0298 0.7322
O -0.3939 0.0155 -0.1098
O 0.2206 -0.1557 0.7560
Be -0.4245 0.2232 -1.1377
B -0.4387 0.6587 0.5175
F 0.1067 0.1237 -1.1363
F -0.6509 -0.0960 0.0869
F 0.9101 0.1921 0.2699
F 0.2056 -1.3217 -0.0876
Li 0.4348 1.7484 -0.5262
Ca -0.5551 -0.5361 0.6418


Record 3
C9H16BrN3OV | ωB97M-V/def2-TZVPD

Charge ... 0
Frontier orbital gap (alpha / beta) ... 6.981 / 7.625 eV
2S+1 ... 4
<S²> ... 3.76
Energy relative to the best compared isomer or geometry (same formula, charge and spin) ... 9.53 kcal per mole
Total energy ... -111837.84000 eV
Molar mass ... 313.09 g/mol

Cartesian coordinates (Å):
1 V 1.292 0.007 0.993
2 O -3.156 2.960 2.011
3 C -2.433 1.808 1.943
4 C -3.100 0.618 1.808
5 C -2.290 -0.518 1.758
6 N -0.965 -0.466 1.581
7 C -0.402 0.760 1.450
8 Br 3.184 1.344 0.985
9 C -1.000 1.916 1.785
10 H -4.026 2.686 2.409
11 H -4.185 0.470 1.757
12 H -2.699 -1.525 1.826
13 H -0.466 2.864 2.007
14 N 1.665 -1.565 2.147
15 H 0.980 -1.668 2.854
16 H 2.587 -1.506 2.612
17 H 1.641 -2.441 1.616
18 C -0.106 0.584 -2.122
19 C 0.957 -0.492 -1.888
20 C 2.289 0.042 -2.404
21 C 0.615 -1.866 -2.498
22 N 1.170 -0.798 -0.431
23 H -0.388 0.626 -3.202
24 H 0.321 1.563 -1.867
25 H -0.971 0.484 -1.430
26 H 2.126 0.119 -3.480
27 H 3.166 -0.602 -2.201
28 H 2.529 1.052 -2.138
29 H 0.270 -1.687 -3.497
30 H -0.185 -2.358 -1.879
31 H 1.581 -2.409 -2.505

Atomic forces in eV per Å
V 1.2946 3.6282 4.9416
O -1.1633 -0.4482 1.2637
C 1.1301 1.7048 -1.1099
C 0.3907 -1.6498 0.2591
C 0.4491 -0.4822 -0.4109
N -1.3475 0.2750 -0.4979
C 0.5594 -0.2283 1.6941
Br 1.1116 0.8314 0.0871
C -2.9229 1.1856 0.8996
H 1.0268 0.7715 -0.7127
H 0.4035 0.4804 0.2750
H -0.1865 0.1742 -0.0344
H -0.5547 -0.7306 -0.6307
N 1.8479 -1.6184 0.9915
H -0.9015 -0.0852 0.9668
H -0.5669 -0.1444 -0.3103
H 0.0897 0.4713 0.0050
C -0.3292 0.4002 0.2181
C 0.2231 -0.7678 2.2220
C 0.3454 -0.6317 -1.1195
C 0.2954 0.4804 0.8213
N -0.8708 -3.2160 -8.7385
H -0.0748 -0.1425 0.8872
H -0.0131 -0.1148 -0.0818
H 0.2866 -0.2681 -0.8064
H 0.3317 -0.2750 -0.3347
H -0.5970 0.1967 -0.0680
H -0.0598 0.4266 0.7771
H -0.2456 -0.3106 -0.7325
H 0.9102 0.3069 -0.7137
H -0.8620 -0.2198 -0.0071


Record 4
C9H16ClN | ωB97M-V/def2-TZVPD

Charge ... 0
Frontier orbital gap ... 8.991 eV
SMILES string ... CC1(C)[C@H]2CC[C@H](CC2)N1Cl
Energy relative to the best compared isomer or geometry (same formula, charge and spin) ... 0.00 kcal per mole
Total energy ... -23604.13138 eV
Molar mass ... 173.69 g/mol

Cartesian coordinates (Å):
1 C -2.065 0.166 1.111
2 C -0.655 0.544 0.584
3 C -0.300 1.950 1.066
4 C 0.416 -0.497 0.914
5 C 1.791 -0.059 0.321
6 C 1.638 0.178 -1.193
7 C 0.209 -0.135 -1.664
8 C -0.055 -1.583 -1.286
9 C -0.026 -1.817 0.228
10 N -0.792 0.646 -0.901
11 Cl -1.346 2.148 -1.633
12 H -2.725 1.027 0.909
13 H -2.020 -0.020 2.212
14 H -2.510 -0.705 0.611
15 H -1.154 2.625 0.925
16 H 0.612 2.310 0.636
17 H -0.141 1.948 2.164
18 H 0.510 -0.670 1.995
19 H 2.530 -0.830 0.549
20 H 2.173 0.843 0.802
21 H 1.903 1.228 -1.422
22 H 2.373 -0.443 -1.713
23 H 0.098 -0.008 -2.738
24 H -0.988 -1.912 -1.733
25 H 0.690 -2.206 -1.725
26 H -0.945 -2.196 0.591
27 H 0.780 -2.529 0.390

Atomic forces in eV per Å
C 0.2562 0.2471 0.6314
C -1.1145 1.5612 -0.3357
C -0.5739 -0.3554 2.1168
C 0.1492 -0.3876 -0.7431
C -0.6966 -0.2419 0.4209
C 0.5792 0.7818 -0.2833
C 0.3614 0.2404 1.0684
C -0.8439 -0.1783 -0.2909
C 1.9105 0.9239 -0.3696
N -0.1762 -0.9836 -1.1784
Cl 0.6977 -0.9071 0.4582
H 0.1262 -0.3712 0.2072
H -0.1667 0.1723 -0.7230
H 0.3540 0.2429 0.1208
H 0.5075 -0.0595 -0.2641
H 0.2641 0.3917 -0.5006
H 0.0027 -0.1487 -0.3660
H -0.2261 0.3533 -0.1645
H -0.0601 -0.1199 -0.1427
H -0.1994 -0.0571 0.1040
H -0.2104 -0.4053 -0.0334
H -0.1979 0.0399 -0.2346
H -0.1666 0.2756 0.0609
H -0.3407 0.0537 0.0594
H 0.7285 -0.3495 -0.5637
H -0.7787 -0.3350 0.5135
H -0.1855 -0.3837 0.4322